DFT (ωB97M-V/def2-TZVPD) results for a 2-piece molecular cluster, C4H12S4 overall at a distorted geometry.

The geometry in XYZ format:
```
20
Properties=species:S:1:pos:R:3:forces:R:3:lowdin_charge:R:1
C 1.923937 0.365860 2.671214 0.163 0.800 -0.124 -0.17
C 1.075721 1.327008 1.799404 0.038 -1.150 -0.317 -0.60
S -0.714093 1.110925 2.212358 0.783 0.482 0.166 0.39
S -1.432398 2.770047 1.256405 -0.631 -0.369 -0.516 0.32
H 1.769466 -0.701686 2.468104 -0.151 0.361 -0.063 0.07
H 1.723171 0.572374 3.730809 0.083 -0.190 -0.208 0.06
H 2.985762 0.602488 2.479618 -0.379 -0.220 0.124 0.07
H 1.241578 1.109706 0.718565 -0.236 0.182 0.676 0.07
H 1.326008 2.371077 1.982655 0.019 -0.114 0.082 0.05
H -1.975589 2.133528 0.170268 0.339 0.376 0.415 -0.19
C 2.008055 -2.067687 -3.146227 -0.776 -0.089 1.311 -0.43
S 0.567984 -0.951572 -2.646909 1.074 0.163 -0.849 0.36
S -0.367345 -2.196624 -1.300933 -0.430 -0.588 0.245 0.39
C -1.367770 -1.026839 -0.308199 1.056 0.003 -0.279 -0.50
H 2.713229 -2.175953 -2.292184 -0.507 0.100 -0.647 0.04
H 1.542970 -3.030465 -3.378409 0.303 0.091 -0.002 0.01
H 2.520799 -1.697421 -4.031875 -0.265 0.318 0.112 0.03
H -2.264607 -0.664004 -0.827240 0.327 -0.190 0.148 0.04
H -1.611727 -1.626519 0.579597 -0.096 0.418 -0.230 0.03
H -0.677082 -0.207566 -0.031766 -0.713 -0.383 -0.045 -0.04
```
Positions in Å, forces in eV/Å.

Results
Relative energy (zero: lowest compared OMol25 entry of this formula, charge and spin) ... 12.6 kcal/mol
HOMO ... -7.84 eV
DFT total energy ... -47683.242 eV
Multiplicity ... 1
Charge ... 0
SMILES ... CCSS.CSSC



DFT (ωB97M-V/def2-TZVPD) results for an isolated ion of composition C3H8O2P and charge -1 at a distorted geometry.

The geometry in XYZ format:
```
14
Properties=species:S:1:pos:R:3:forces:R:3:lowdin_charge:R:1
C 1.443834 -1.026908 -0.200202 0.180 -1.213 2.256 -0.20
C 0.179025 -0.590785 -0.959221 -0.049 2.375 0.563 -0.34
P -1.306041 -0.274530 0.194276 0.216 2.739 0.598 0.36
C -0.620734 1.679516 0.762805 -1.138 -2.741 -1.604 -0.16
O -2.601478 -0.170385 -0.569990 1.039 0.146 -0.153 -0.45
O -1.261740 -1.137145 1.407995 0.510 -0.371 0.090 -0.44
H 2.167944 -0.277863 0.247528 -1.002 0.019 -1.337 0.06
H 1.113768 -1.461191 0.823299 0.325 -0.095 -1.813 0.07
H 2.058492 -1.757182 -0.767960 -0.342 0.268 0.452 0.05
H -0.284195 -1.213219 -1.715090 0.612 -0.721 -0.154 0.05
H 0.436874 0.389184 -1.472673 -0.695 -1.030 0.383 0.07
H 0.323207 1.517166 1.223124 0.569 -0.096 1.270 -0.03
H -0.308211 1.986957 -0.218662 -0.411 0.831 -0.623 -0.04
H -1.340751 2.336388 1.244776 0.186 -0.110 0.073 -0.01
```
Positions in Å, forces in eV/Å.

Results
Relative energy (zero: lowest compared OMol25 entry of this formula, charge and spin) ... 20.6 kcal/mol
HOMO ... -4.13 eV
DFT total energy ... -16626.771 eV
Multiplicity ... 1
Charge ... -1
SMILES ... CC[P@@](C)(=O)[O-]



DFT (ωB97M-V/def2-TZVPD) results for a 2-piece molecular cluster, C3H3BrClNO overall at a distorted geometry.

The geometry in XYZ format:
```
10
Properties=species:S:1:pos:R:3:forces:R:3:lowdin_charge:R:1
N 1.893201 -0.754807 2.461795 0.722 -0.047 1.070 0.19
C 1.467481 -0.715575 1.404158 -0.808 -0.108 -0.704 -0.35
O 0.879574 -0.689771 0.251332 -0.360 0.591 -0.213 0.03
C -0.360398 -0.025247 0.251628 -0.853 1.174 -0.938 -0.20
C -1.251144 0.082409 1.232962 0.972 -0.368 0.579 -0.58
Cl -2.676927 0.854906 0.810380 -1.631 0.963 -0.367 0.68
H -0.647093 0.580682 -0.683907 1.088 -1.636 1.164 0.14
H -1.292947 -0.138880 2.303507 0.859 -0.557 -0.600 0.09
Br 0.932062 0.625020 -4.707662 0.067 -0.284 0.922 0.29
H 1.056193 0.181263 -3.324193 -0.055 0.273 -0.912 -0.28
```
Positions in Å, forces in eV/Å.

Results
Relative energy (zero: lowest compared OMol25 entry of this formula, charge and spin) ... 44.1 kcal/mol
HOMO ... -10.13 eV
DFT total energy ... -89259.478 eV
Multiplicity ... 1
Charge ... 0
SMILES ... N#CO/C=C/Cl.Br



DFT (ωB97M-V/def2-TZVPD) results for a 2-piece molecular cluster, C5H16NO overall at a distorted geometry.

The geometry in XYZ format:
```
23
Properties=species:S:1:pos:R:3:forces:R:3:lowdin_charge:R:1
C -0.426887 -1.142837 -0.176442 0.537 -0.081 0.109 -0.14
C -0.042630 0.040470 -1.026999 -0.737 0.622 -0.419 -0.16
C -0.108642 1.436607 -0.362731 0.581 0.060 -0.432 -0.43
C -0.726503 2.450986 -1.316188 0.176 0.380 0.016 -0.07
C 1.285630 1.900261 0.090946 -0.372 -0.318 0.514 -0.07
N 0.350548 -1.161467 1.126149 0.146 -0.426 0.141 0.19
H -1.474530 -1.140504 0.082138 -0.244 -0.032 0.131 0.14
H -0.177661 -2.078865 -0.675108 -0.131 0.013 0.066 0.13
H 0.917419 -0.077091 -1.520164 0.345 -0.233 0.143 0.12
H -0.758837 0.031395 -1.859719 0.066 -0.080 0.152 0.13
H -0.704460 1.430751 0.542411 -0.507 -0.290 0.245 0.12
H -1.704192 2.165069 -1.700061 0.034 -0.227 -0.030 0.08
H -0.867186 3.401920 -0.810408 0.037 0.152 0.109 0.08
H -0.048933 2.648613 -2.150534 -0.110 -0.129 -0.092 0.09
H 1.640820 1.253899 0.894308 0.198 -0.116 0.158 0.06
H 1.224158 2.887415 0.543593 0.123 0.162 -0.210 0.09
H 2.047082 1.864660 -0.681231 -0.072 0.203 -0.292 0.09
H 0.007806 -0.493986 1.815942 0.048 0.294 -0.221 0.17
H 1.330918 -0.968667 0.925333 0.057 0.177 0.149 0.16
H 0.295707 -2.087507 1.578286 -0.326 -0.124 -0.377 0.12
H -0.614939 -4.432783 0.843237 -0.144 0.035 0.001 0.07
H -0.604372 -4.171249 2.340733 -0.270 -0.003 -0.130 0.07
O -0.840313 -3.757090 1.496509 0.565 -0.037 0.269 -0.04
```
Positions in Å, forces in eV/Å.

Results
Relative energy (zero: lowest compared OMol25 entry of this formula, charge and spin) ... 8.6 kcal/mol
HOMO ... -15.16 eV
DFT total energy ... -8976.141 eV
Multiplicity ... 1
Charge ... +1



DFT (ωB97M-V/def2-TZVPD) results for one molecule with the formula C4H9NO2 at a distorted geometry.

The geometry in XYZ format:
```
16
Properties=species:S:1:pos:R:3:forces:R:3:lowdin_charge:R:1
C -0.280831 -0.625737 -2.249842 -0.318 -0.259 0.655 -0.01
C 0.308627 -0.856362 -1.074728 -1.658 -2.473 0.444 -0.15
O -0.582555 -1.333127 0.134041 1.371 0.581 -2.240 -0.05
C -0.447281 -0.441389 1.117086 1.277 1.780 -0.154 -0.38
N -0.009816 -0.957215 2.313207 -0.424 0.476 -1.050 0.14
O 0.723973 0.526931 0.317348 -0.897 -0.338 1.463 -0.23
C 0.395294 1.831486 -0.104073 -0.082 -0.187 0.388 -0.14
H -1.305995 -0.282753 -2.321535 -0.018 -0.160 0.147 0.06
H 0.148925 -1.039250 -3.152708 0.517 0.693 -0.031 0.05
H 1.284030 -1.305797 -0.970531 -0.055 0.094 -0.006 0.12
H -1.264120 0.277523 1.228918 0.103 0.169 0.035 0.15
H 0.394769 -1.881838 2.263074 -0.069 0.307 0.491 0.11
H -0.307169 -0.477323 3.148758 0.358 -0.561 0.011 0.10
H 1.232803 2.502994 0.105960 -0.030 -0.066 -0.046 0.08
H -0.481374 2.227709 0.425890 -0.021 -0.068 -0.068 0.08
H 0.190717 1.834149 -1.180867 -0.053 0.014 -0.038 0.07
```
Positions in Å, forces in eV/Å.

Results
Relative energy (zero: lowest compared OMol25 entry of this formula, charge and spin) ... 106.2 kcal/mol
HOMO ... -8.41 eV
DFT total energy ... -9875.457 eV
Multiplicity ... 1
Charge ... 0
SMILES ... C=CO[C@@H](N)OC



Which formula does entry 5 have? C4H9NO2



The highest charge belongs to which entry? C5H16NO